18
Properties=species:S:1:pos:R:3:lowdin_spin:R:1 method="wB97M-V/def2-TZVPD" multiplicity=3 lumo_energy_ha="0.019 / -0.104" homo_energy_ev="-6.385 / -9.790" de_lowest_ev=4.335 orbital_gap_ev="6.9 / 7.0"
C 1.73 -1.47 -0.77 0.014
C 0.55 -0.51 1.32 0.015
C 0.67 -0.43 -0.18 0.068
C 0.89 0.98 -0.69 0.302
N 0.64 1.66 -1.76 0.839
P -2.57 0.95 0.50 0.003
Cl -0.95 1.35 -2.67 0.695
Cl -3.67 -0.57 1.17 0.001
H 1.91 -1.42 -1.79 0.000
H 2.72 -1.23 -0.38 0.001
H 1.24 -2.39 -0.57 0.003
H 1.32 -1.24 1.70 0.001
H 0.68 0.52 1.74 0.006
H -0.45 -0.83 1.61 0.002
H -0.28 -0.59 -0.66 0.002
H 1.76 1.58 -0.21 0.050
H -2.67 1.79 1.57 0.000
H -3.52 1.84 0.10 0.000


30
Properties=species:S:1:pos:R:3:lowdin_charge:R:1 method="wB97M-V/def2-TZVPD" lumo_energy_ha=-0.007 homo_energy_ev=-9.900 de_lowest_ev=0.000 orbital_gap_ev=9.7
O -1.46 -1.52 2.59 -0.207
P -0.47 -0.49 2.29 0.323
O 0.46 -0.91 1.10 -0.092
O -1.11 0.96 1.98 -0.607
Cl -0.81 1.50 0.40 0.812
O 0.43 -0.17 3.60 -0.003
C 1.61 0.55 3.52 -0.560
F 2.08 0.63 4.78 0.161
F 2.53 -0.11 2.77 0.140
C 1.45 1.98 2.98 -0.316
F 2.66 2.57 3.01 0.102
F 0.62 2.64 3.81 0.118
H 1.01 -0.21 0.72 0.065
H 1.07 2.03 1.97 0.109
C -2.68 -1.57 -1.44 -0.667
O -1.70 -0.88 -1.66 -0.008
N -2.92 -2.15 -0.23 0.171
N -3.63 -1.79 -2.40 0.143
H -3.74 -2.71 -0.05 0.096
H -2.27 -1.99 0.52 0.063
H -3.49 -1.36 -3.29 0.096
H -4.45 -2.35 -2.25 0.088
C 1.51 0.82 -2.75 -0.670
O 0.73 1.15 -1.88 -0.049
N 1.25 -0.24 -3.58 0.163
N 2.70 1.47 -2.97 0.151
H 1.86 -0.54 -4.31 0.093
H 0.38 -0.72 -3.42 0.094
H 2.91 2.25 -2.38 0.099
H 3.35 1.21 -3.68 0.091


22
Properties=species:S:1:pos:R:3:lowdin_charge:R:1 method="wB97M-V/def2-TZVPD" lumo_energy_ha="-0.003 / -0.003" homo_energy_ev="-8.108 / -8.107" de_lowest_ev=0.000 orbital_gap_ev="8.0 / 8.0"
Ni 0.05 0.18 -0.12 0.182
N -0.75 -0.67 1.65 -0.044
N -1.46 -1.86 1.52 -0.060
C -1.65 -2.40 0.30 -0.830
N -2.40 -3.52 0.27 0.092
S -1.04 -1.72 -1.10 0.818
H 0.04 -0.76 2.28 0.080
H -1.34 0.09 2.00 0.080
H -1.90 -2.26 2.34 0.153
H -2.62 -4.04 1.11 0.107
H -2.48 -3.99 -0.61 0.097
C 2.36 1.99 -2.93 -0.077
O 1.81 1.52 -1.70 -0.163
C 0.68 0.75 -1.82 -0.516
O 0.26 0.46 -2.91 -0.016
H 3.15 2.69 -2.65 0.085
H 1.61 2.50 -3.52 0.086
H 2.78 1.17 -3.51 0.088
Cl 0.54 1.76 2.61 0.445
C 0.84 1.67 0.82 -0.609
H 1.92 1.63 0.69 -0.001
H 0.47 2.61 0.41 0.004


17
Properties=species:S:1:pos:R:3:lowdin_charge:R:1 method="wB97M-V/def2-TZVPD" lumo_energy_ha="0.018 / 0.018" homo_energy_ev="-7.456 / -7.464" de_lowest_ev=3.890 orbital_gap_ev="7.9 / 7.9"
C -0.85 0.81 1.26 -0.057
C -1.97 0.49 -0.91 -0.037
C 2.10 -1.72 0.22 -0.389
C 0.40 0.76 -0.80 -0.517
N -0.78 0.84 -0.19 -0.267
O 1.03 -1.48 -0.56 -0.327
Cl 1.77 1.41 -0.06 0.781
H -0.42 -0.11 1.64 0.102
H -0.28 1.66 1.67 0.074
H -1.89 0.89 1.57 0.092
H -1.80 0.60 -1.98 0.095
H -2.27 -0.54 -0.71 0.106
H -2.77 1.17 -0.61 0.096
H 2.91 -0.98 0.09 0.026
H 2.53 -2.70 -0.06 0.066
H 1.85 -1.76 1.30 0.055
H 0.45 0.65 -1.86 0.100


Please write out number 1 again, unchanged.
18
Properties=species:S:1:pos:R:3:lowdin_spin:R:1 method="wB97M-V/def2-TZVPD" multiplicity=3 lumo_energy_ha="0.019 / -0.104" homo_energy_ev="-6.385 / -9.790" de_lowest_ev=4.335 orbital_gap_ev="6.9 / 7.0"
C 1.73 -1.47 -0.77 0.014
C 0.55 -0.51 1.32 0.015
C 0.67 -0.43 -0.18 0.068
C 0.89 0.98 -0.69 0.302
N 0.64 1.66 -1.76 0.839
P -2.57 0.95 0.50 0.003
Cl -0.95 1.35 -2.67 0.695
Cl -3.67 -0.57 1.17 0.001
H 1.91 -1.42 -1.79 0.000
H 2.72 -1.23 -0.38 0.001
H 1.24 -2.39 -0.57 0.003
H 1.32 -1.24 1.70 0.001
H 0.68 0.52 1.74 0.006
H -0.45 -0.83 1.61 0.002
H -0.28 -0.59 -0.66 0.002
H 1.76 1.58 -0.21 0.050
H -2.67 1.79 1.57 0.000
H -3.52 1.84 0.10 0.000